[1]
{
  "formula": "C35H84F18N6O9P3S2",
  "method": "ωB97M-V/def2-TZVPD",
  "symbols": ["C", "F", "F", "F", "S", "O", "O", "N", "S", "O", "O", "C", "F", "F", "F", "C", "C", "C", "C", "P", "C", "C", "C", "C", "C", "C", "C", "C", "C", "C", "C", "C", "H", "H", "H", "H", "H", "H", "H", "H", "H", "H", "H", "H", "H", "H", "H", "H", "H", "H", "H", "H", "H", "H", "H", "H", "H", "H", "H", "H", "H", "H", "H", "H", "H", "H", "H", "H", "C", "C", "C", "O", "C", "N", "H", "H", "H", "H", "H", "H", "H", "H", "H", "H", "H", "H", "C", "C", "C", "O", "C", "N", "H", "H", "H", "H", "H", "H", "H", "H", "H", "H", "H", "H", "C", "C", "O", "N", "H", "H", "C", "H", "H", "H", "H", "H", "H", "C", "C", "O", "N", "H", "H", "C", "H", "H", "H", "H", "H", "H", "C", "C", "O", "N", "H", "H", "C", "H", "H", "H", "H", "H", "H", "P", "F", "F", "F", "F", "F", "F", "P", "F", "F", "F", "F", "F", "F"],
  "coordinates": [[0.573, -0.432, 0.897], [-0.068, -0.461, 2.084], [0.818, 0.859, 0.613], [1.618, -1.093, 1.054], [-0.513, -1.152, -0.556], [-1.065, -2.398, 0.074], [-1.543, -0.155, -0.852], [0.581, -1.332, -1.836], [1.018, -2.893, -1.870], [1.393, -3.347, -0.549], [0.086, -3.695, -2.648], [2.666, -2.772, -2.973], [3.277, -3.928, -2.974], [2.254, -2.336, -4.194], [3.594, -1.850, -2.494], [2.135, 5.454, -1.561], [0.884, 5.653, -0.751], [1.142, 5.236, 0.672], [2.022, 6.132, 1.620], [2.379, 5.328, 3.140], [3.152, 6.611, 4.187], [3.087, 6.269, 5.687], [2.731, 7.459, 6.542], [3.653, 8.746, 6.379], [0.797, 4.699, 3.926], [-0.463, 5.619, 3.986], [-1.753, 4.850, 4.075], [-2.853, 5.737, 4.589], [3.499, 3.959, 2.936], [3.408, 3.066, 4.250], [4.195, 1.739, 4.239], [3.527, 0.521, 3.350], [2.982, 6.088, -1.300], [1.913, 5.660, -2.608], [2.485, 4.423, -1.501], [0.179, 4.946, -1.188], [0.608, 6.707, -0.721], [1.598, 4.246, 0.691], [0.153, 5.141, 1.121], [1.515, 7.044, 1.936], [3.017, 6.331, 1.223], [2.519, 7.489, 4.059], [4.197, 6.715, 3.895], [3.963, 5.739, 6.062], [2.315, 5.531, 5.905], [2.816, 7.187, 7.595], [1.663, 7.662, 6.467], [3.603, 9.084, 5.344], [4.699, 8.474, 6.519], [3.257, 9.572, 6.971], [0.972, 4.152, 4.852], [0.475, 3.931, 3.223], [-0.525, 6.207, 3.071], [-0.397, 6.221, 4.893], [-1.512, 4.114, 4.841], [-1.970, 4.356, 3.128], [-2.926, 6.663, 4.019], [-2.664, 5.916, 5.647], [-3.838, 5.270, 4.563], [4.550, 4.212, 2.795], [3.092, 3.360, 2.121], [2.403, 2.663, 4.125], [3.447, 3.633, 5.180], [4.272, 1.450, 5.287], [5.231, 1.838, 3.915], [2.499, 0.345, 3.665], [4.222, -0.310, 3.476], [3.433, 0.733, 2.285], [1.799, -5.351, 2.371], [0.259, -5.102, 2.545], [0.096, -3.611, 2.963], [-1.307, -3.400, 2.964], [-1.745, -2.757, 4.125], [-0.408, -5.317, 1.196], [-0.235, -6.261, 0.880], [-1.410, -5.235, 1.283], [-0.011, -4.599, 0.606], [2.200, -4.709, 1.587], [2.070, -6.331, 1.979], [2.293, -5.212, 3.333], [-0.214, -5.779, 3.256], [0.462, -2.923, 2.201], [0.565, -3.320, 3.903], [-1.530, -3.392, 4.984], [-2.831, -2.696, 4.067], [-1.383, -1.734, 4.227], [-3.318, -4.521, -3.393], [-3.389, -5.156, -2.085], [-3.890, -4.268, -0.939], [-4.144, -5.015, 0.225], [-4.481, -4.177, 1.291], [-4.302, -6.334, -2.298], [-3.906, -6.923, -3.017], [-4.449, -6.857, -1.447], [-5.174, -6.040, -2.715], [-4.221, -3.941, -3.584], [-3.034, -5.237, -4.165], [-2.424, -3.901, -3.322], [-2.416, -5.547, -1.785], [-4.842, -3.748, -1.048], [-3.091, -3.538, -0.807], [-5.262, -3.435, 1.127], [-3.557, -3.691, 1.603], [-4.760, -4.840, 2.110], [-4.567, 0.601, -1.771], [-5.904, 0.810, -1.019], [-6.220, 0.172, -0.033], [-6.763, 1.969, -1.538], [-6.415, 2.510, -2.317], [-7.667, 1.722, -1.914], [-6.893, 3.095, -0.470], [-4.729, 0.767, -2.836], [-4.245, -0.437, -1.689], [-3.884, 1.380, -1.434], [-6.049, 3.329, 0.179], [-7.568, 2.603, 0.231], [-7.370, 3.952, -0.946], [-0.073, -0.101, -5.267], [1.238, 0.651, -4.894], [2.073, 1.059, -5.662], [1.374, 0.685, -3.373], [0.989, -0.083, -2.841], [2.288, 0.852, -2.978], [0.478, 1.816, -2.859], [0.103, -1.124, -4.934], [-0.076, -0.118, -6.357], [-0.970, 0.426, -4.941], [0.808, 2.760, -3.293], [0.567, 1.743, -1.776], [-0.587, 1.674, -3.046], [-1.527, -5.876, -8.828], [-1.158, -4.978, -7.690], [-1.300, -3.802, -7.729], [-0.466, -5.663, -6.475], [-1.181, -6.242, -6.058], [0.303, -6.178, -6.879], [-0.122, -4.690, -5.336], [-1.294, -6.940, -8.795], [-1.112, -5.611, -9.801], [-2.596, -5.663, -8.818], [0.934, -4.637, -5.068], [-0.356, -5.244, -4.427], [-0.649, -3.737, -5.306], [5.036, 1.523, -2.166], [5.306, 0.723, -0.799], [3.647, 0.690, -2.460], [4.171, 2.576, -1.239], [4.504, 2.426, -3.450], [6.468, 2.329, -1.969], [5.832, 0.544, -3.091], [1.087, -7.482, -1.793], [2.193, -8.690, -1.775], [2.116, -6.205, -1.701], [1.040, -7.466, -3.436], [-0.151, -6.428, -1.887], [-0.113, -8.532, -1.850], [0.964, -7.454, -0.214]],
  "forces_ev_per_a": [[-2.94, 1.61, -0.32], [-0.71, 0.10, -0.67], [0.12, -0.21, -0.15], [3.14, -1.59, -0.27], [-1.23, -0.94, 1.51], [1.23, 2.15, -1.78], [1.59, -0.63, -0.26], [-2.23, -0.51, 2.47], [1.41, -0.88, -0.47], [0.05, -0.22, -0.82], [0.63, 0.71, 0.28], [1.03, 1.95, 1.56], [-0.82, 0.12, -0.63], [0.40, -0.75, 0.68], [-2.37, -1.60, -0.69], [0.50, 0.13, -1.01], [1.55, 0.11, 0.35], [-0.15, -0.10, 1.40], [-0.94, -0.54, -1.19], [-0.24, 0.32, 2.00], [-0.58, -1.14, 0.63], [-0.28, -0.66, 0.43], [1.02, 1.45, 1.10], [-1.37, -1.34, -1.05], [-0.39, 0.02, -1.16], [1.31, 0.32, -0.16], [0.61, -0.68, 0.63], [-0.63, -0.11, 0.15], [0.12, -1.30, 1.56], [-1.03, -0.93, -1.81], [-0.23, -0.75, -0.99], [0.89, 2.10, 1.15], [-0.09, 0.10, 0.18], [0.19, 0.01, -0.13], [0.05, -0.09, 0.01], [-0.69, 0.54, 0.20], [-0.63, -0.12, -0.51], [-0.06, -0.24, -0.19], [-0.01, -0.10, 0.49], [0.09, 0.29, -0.45], [-0.05, 0.37, -0.35], [0.43, 0.31, -0.38], [-0.21, 0.50, -0.38], [0.48, 0.41, -0.28], [-0.30, -0.06, -0.25], [0.14, -0.31, 0.07], [-0.03, 0.45, -0.50], [-0.06, 0.15, -0.15], [-0.09, 0.25, 0.59], [0.50, -0.20, 0.29], [0.17, 0.37, 0.04], [0.30, -0.44, -0.26], [0.29, 0.59, 0.23], [0.09, 0.51, -0.28], [-0.58, -0.64, -0.11], [-0.09, -0.11, -0.01], [0.07, 0.15, 0.19], [0.00, 0.49, -0.08], [0.02, -0.16, -0.16], [-0.20, 0.46, -0.50], [0.45, -0.08, -0.25], [-0.43, 0.25, 0.75], [0.37, -0.07, -0.15], [-0.18, -0.43, -0.07], [0.01, 0.22, -0.16], [0.14, -0.40, 0.49], [-0.51, -0.25, -0.02], [0.50, 0.34, -0.06], [-0.86, -0.49, -0.34], [2.30, 0.77, 0.09], [-1.20, -0.72, -1.21], [-0.07, 0.11, 0.00], [-1.16, -0.15, 0.39], [0.06, 0.14, 1.81], [0.73, -0.43, -0.73], [-0.41, 0.59, 0.00], [0.07, 0.21, -1.13], [-0.01, 0.54, 0.31], [-0.40, -0.33, 0.35], [0.04, 0.15, -0.18], [0.06, 0.12, -0.01], [0.59, -0.40, -0.18], [0.03, -0.57, 0.14], [0.24, 0.31, 0.33], [-0.07, 0.04, -0.06], [0.37, -0.04, 0.08], [1.27, 1.38, -0.57], [-0.66, -0.75, 1.64], [-0.19, -0.12, 0.09], [0.42, -1.04, -1.14], [0.84, -0.24, 1.66], [0.20, -0.10, 0.13], [0.47, -0.65, 0.04], [-0.27, -0.35, 0.46], [-0.71, 0.27, 0.32], [0.13, -0.03, -0.52], [-0.49, -0.05, -0.19], [-0.19, 0.65, -0.30], [0.03, -0.33, -0.01], [-0.06, 0.38, -1.26], [0.13, 0.28, 0.25], [-0.15, -0.12, -0.47], [-0.06, 0.54, 0.17], [-0.26, 0.14, -0.04], [-1.87, 0.45, -0.45], [1.52, -2.57, 1.63], [-0.17, 2.36, -2.77], [0.88, 1.98, 0.84], [1.25, -0.53, -0.68], [-0.85, -0.65, 0.66], [-1.94, -1.38, 0.90], [-0.05, 0.19, -0.14], [0.27, 0.40, 0.66], [0.36, -0.40, 0.21], [0.69, -0.22, -1.05], [-0.38, 0.56, 0.10], [0.24, -0.09, 0.12], [1.68, 0.93, -0.91], [0.51, -0.77, -1.07], [-1.74, -0.61, 2.26], [-2.36, 2.82, -1.54], [-0.20, -1.53, -0.31], [1.64, 0.35, -0.24], [0.41, -0.17, 0.25], [-0.61, 0.03, 0.40], [-0.11, 0.00, 0.01], [0.09, -0.45, 0.39], [0.13, -0.06, 0.34], [0.25, 0.57, -0.04], [0.21, -0.40, -0.46], [-0.30, -0.49, 0.20], [1.15, 0.79, -1.64], [0.09, -0.76, 1.09], [-0.97, 2.75, 0.33], [0.20, -1.02, -0.23], [0.48, -0.56, 0.38], [0.58, -1.34, 1.62], [-0.27, -0.03, 0.78], [0.01, 0.87, 0.24], [-0.28, -0.60, -0.69], [0.26, 0.43, -1.25], [-0.69, -0.06, 0.07], [0.14, -0.32, -0.82], [1.50, 2.98, 0.19], [-0.19, -0.74, -0.59], [-0.16, -1.18, 1.03], [0.12, 0.06, -0.02], [1.15, -0.07, 0.37], [-1.94, 0.19, -0.02], [-0.29, -1.08, -0.38], [0.10, -0.89, -1.74], [-0.81, 2.03, 0.02], [-0.27, -1.41, -0.54], [1.10, 0.30, 0.04], [-0.87, 2.32, 0.38], [-0.30, -1.92, 0.20], [0.27, -0.01, 1.61]],
  "charge": 3,
  "energy_ha": -6007.03378,
  "spin_multiplicity": 1,
  "gap_ev": 8.34
}

[2]
{
  "formula": "C4H10Se",
  "method": "ωB97M-V/def2-TZVPD",
  "symbols": ["C", "C", "C", "C", "Se", "H", "H", "H", "H", "H", "H", "H", "H", "H", "H"],
  "coordinates": [[-0.553, 1.992, -0.151], [0.060, -2.215, -0.103], [-0.617, 0.505, 0.226], [0.372, -0.347, -0.573], [2.144, 0.061, -0.161], [-1.492, 2.506, 0.025], [0.250, 2.533, 0.386], [-0.221, 2.093, -1.112], [0.116, -2.025, 1.022], [-1.010, -2.284, -0.359], [0.658, -3.062, -0.375], [-1.623, 0.159, 0.251], [-0.295, 0.521, 1.202], [0.215, -0.576, -1.563], [1.996, 0.139, 1.286]],
  "forces_ev_per_a": [[0.16, 0.10, 2.04], [-1.23, 4.49, 2.25], [0.61, 0.67, -1.91], [-1.32, -4.19, 3.19], [1.69, 0.43, -0.50], [-0.09, 0.05, -0.11], [-0.51, -0.39, 0.22], [0.25, 0.39, -2.93], [-0.08, -0.74, -1.36], [0.51, -0.38, -0.02], [0.61, 0.16, -0.66], [-0.81, -0.56, -0.46], [0.67, -0.64, 2.55], [-0.23, 0.69, -2.47], [-0.23, -0.08, 0.18]],
  "charge": 0,
  "energy_ha": -2559.73743,
  "spin_multiplicity": 1,
  "de_lowest_kcal_mol": 52.0,
  "gap_ev": 9.13
}

[3]
{
  "formula": "C20H14AuI2N3O9",
  "method": "ωB97M-V/def2-TZVPD",
  "symbols": ["Au", "O", "C", "O", "C", "C", "C", "C", "C", "C", "O", "N", "O", "O", "N", "O", "O", "H", "H", "I", "C", "C", "C", "I", "C", "C", "C", "C", "N", "C", "C", "O", "H", "H", "H", "H", "C", "C", "C", "O", "C", "H", "H", "H", "H", "H", "H", "H", "H"],
  "coordinates": [[0.760, 1.095, -0.068], [3.591, -1.145, 1.737], [3.015, -0.516, 0.885], [1.944, 0.193, 1.199], [3.548, -0.522, -0.529], [4.836, -1.016, -0.673], [5.411, -1.123, -1.922], [4.729, -0.759, -3.065], [3.460, -0.248, -2.921], [2.823, -0.125, -1.667], [1.570, 0.272, -1.654], [2.770, 0.164, -4.149], [2.089, 1.173, -4.118], [2.951, -0.514, -5.138], [6.777, -1.647, -2.050], [7.239, -1.731, -3.171], [7.355, -1.960, -1.032], [5.371, -1.332, 0.210], [5.176, -0.861, -4.042], [-1.950, 3.027, 3.893], [-2.216, 3.162, 1.843], [-3.335, 3.835, 1.311], [-3.545, 3.939, -0.038], [-5.227, 4.960, -0.725], [-2.627, 3.350, -0.943], [-2.706, 3.364, -2.355], [-1.749, 2.747, -3.114], [-0.683, 2.082, -2.490], [-0.600, 2.061, -1.179], [-1.527, 2.679, -0.386], [-1.287, 2.584, 1.008], [-0.196, 1.960, 1.437], [-4.039, 4.280, 2.000], [-3.535, 3.872, -2.829], [-1.798, 2.757, -4.193], [0.101, 1.574, -3.037], [-1.786, -2.430, 2.104], [-1.290, -3.200, 0.860], [-0.524, -2.139, 0.073], [-1.151, -0.904, 0.412], [-1.388, -0.976, 1.824], [-1.322, -2.789, 3.021], [-2.864, -2.530, 2.217], [-2.132, -3.570, 0.276], [-0.657, -4.048, 1.115], [-0.577, -2.257, -1.008], [0.530, -2.119, 0.379], [-2.162, -0.248, 2.065], [-0.472, -0.705, 2.358]],
  "forces_ev_per_a": [[0.05, -0.04, 0.04], [0.02, -0.01, 0.03], [0.05, -0.01, -0.03], [-0.07, 0.02, 0.01], [0.01, 0.00, 0.01], [0.00, 0.00, 0.00], [0.01, -0.01, 0.01], [-0.02, 0.01, -0.01], [0.00, -0.01, 0.00], [0.02, 0.00, 0.00], [-0.07, 0.03, -0.03], [0.00, 0.01, 0.00], [0.00, 0.00, 0.00], [0.00, -0.01, 0.00], [0.00, 0.00, 0.00], [0.00, 0.00, 0.00], [0.00, 0.00, 0.00], [0.00, 0.00, 0.00], [0.00, 0.00, 0.00], [0.00, 0.00, 0.00], [-0.01, 0.01, -0.01], [0.00, 0.00, 0.01], [0.00, 0.00, -0.01], [0.00, 0.00, 0.00], [0.00, 0.00, 0.00], [0.00, 0.00, 0.00], [0.00, 0.00, 0.00], [-0.01, 0.00, 0.00], [0.00, 0.00, -0.02], [0.00, 0.00, 0.01], [0.01, -0.01, -0.01], [-0.01, 0.00, -0.01], [0.00, 0.00, 0.00], [0.00, 0.00, 0.00], [0.00, 0.00, 0.00], [0.00, 0.00, 0.00], [-0.01, -0.01, 0.00], [0.01, 0.03, 0.00], [-0.02, -0.07, 0.00], [-0.01, 0.02, 0.00], [0.02, -0.01, 0.00], [0.00, 0.00, 0.00], [0.00, 0.00, 0.00], [0.00, 0.01, -0.01], [0.00, 0.00, 0.00], [0.00, 0.00, 0.00], [0.00, 0.03, 0.01], [0.00, 0.00, 0.00], [0.00, 0.01, -0.01]],
  "charge": 0,
  "energy_ha": -2342.84786,
  "spin_multiplicity": 1,
  "de_lowest_kcal_mol": 0.0,
  "gap_ev": 7.43
}

[4]
{
  "formula": "C4H6IN3",
  "method": "ωB97M-V/def2-TZVPD",
  "symbols": ["C", "C", "C", "C", "N", "N", "N", "I", "H", "H", "H", "H", "H", "H"],
  "coordinates": [[0.226, 1.054, 1.649], [1.188, 0.005, 1.462], [-0.459, 0.030, -0.148], [-0.511, 0.763, -1.599], [-0.707, 1.109, 0.758], [0.713, -0.741, 0.409], [1.074, -1.973, 0.292], [1.355, 1.903, -1.879], [0.050, 1.706, 2.485], [2.054, -0.041, 2.078], [-1.169, -0.714, -0.195], [-0.415, 0.140, -2.405], [-1.284, 1.438, -1.754], [0.827, -2.568, -0.476]],
  "forces_ev_per_a": [[0.70, -0.70, 0.72], [-1.88, 2.67, 1.57], [1.00, 1.89, -1.80], [3.53, -0.62, 2.49], [-0.69, -1.21, -0.29], [-0.49, 2.58, -2.13], [1.84, -2.31, 1.37], [-0.60, -0.17, 0.18], [0.99, 0.34, 0.38], [0.64, -0.92, -0.22], [-2.45, -1.42, -0.03], [-0.06, -1.92, -1.79], [-1.49, 1.10, 0.43], [-1.03, 0.71, -0.88]],
  "charge": 0,
  "energy_ha": -617.79750,
  "spin_multiplicity": 3,
  "de_lowest_kcal_mol": 0.0,
  "gap_ev": [7.15, 8.08]
}